Density functional theory data (ωB97M-V with the def2-TZVPD basis set) for a molecular structure, C32H49AlClNO2PS2 at a distorted geometry.

Its net charge is -1. The value obtained for the orbital gap (spin up / spin down) is 0.1461 / 0.1431 Eh. The HOMO energy (spin up / spin down) is -1.6 / -1.6 eV.

Last column: Löwdin charge in e.
Atoms and positions in Å:
1 Al 0.06 -0.06 0.92  -0.206
2 Cl 1.07 -0.50 2.98  0.244
3 P 0.15 0.54 -1.36  1.053
4 C -1.64 0.60 1.05  -0.412
5 H -2.57 0.02 1.02  -0.011
6 H -1.76 1.67 1.27  0.017
7 C 1.98 0.79 -1.61  -0.427
8 C -0.68 2.19 -1.60  -0.409
9 C 2.52 0.90 -3.05  -0.211
10 H 2.13 1.75 -1.10  0.113
11 C 4.02 1.25 -3.02  -0.202
12 H 2.39 -0.06 -3.57  0.098
13 H 1.97 1.65 -3.62  0.089
14 C 4.82 0.21 -2.23  -0.211
15 H 4.40 1.32 -4.05  0.104
16 H 4.14 2.24 -2.56  0.114
17 C 4.26 0.06 -0.80  -0.194
18 H 4.76 -0.76 -2.74  0.110
19 H 5.88 0.49 -2.19  0.102
20 C 2.77 -0.27 -0.82  -0.246
21 H 4.81 -0.72 -0.26  0.110
22 H 4.40 1.00 -0.25  0.118
23 H 2.61 -1.26 -1.27  0.107
24 H 2.41 -0.32 0.22  0.037
25 C -0.53 -0.55 -2.71  -0.398
26 C -2.20 2.05 -1.79  -0.215
27 H -0.52 2.63 -0.61  0.105
28 C -2.88 3.42 -1.66  -0.193
29 H -2.43 1.63 -2.78  0.099
30 H -2.61 1.36 -1.04  0.086
31 C -2.28 4.42 -2.66  -0.210
32 H -3.96 3.32 -1.82  0.108
33 H -2.73 3.79 -0.64  0.119
34 C -0.76 4.54 -2.48  -0.200
35 H -2.50 4.08 -3.68  0.110
36 H -2.75 5.40 -2.54  0.103
37 C -0.07 3.18 -2.61  -0.203
38 H -0.34 5.24 -3.21  0.104
39 H -0.55 4.95 -1.48  0.117
40 H -0.17 2.81 -3.64  0.099
41 H 1.00 3.29 -2.41  0.099
42 C 0.16 -1.93 -2.81  -0.204
43 H -1.57 -0.72 -2.38  0.108
44 C -0.59 -2.85 -3.78  -0.194
45 H 1.19 -1.79 -3.17  0.105
46 H 0.22 -2.40 -1.83  0.071
47 C -0.73 -2.23 -5.17  -0.210
48 H -0.08 -3.82 -3.84  0.108
49 H -1.60 -3.05 -3.37  0.116
50 C -1.37 -0.84 -5.08  -0.199
51 H 0.27 -2.13 -5.62  0.112
52 H -1.31 -2.88 -5.83  0.103
53 C -0.60 0.08 -4.12  -0.205
54 H -1.42 -0.37 -6.07  0.105
55 H -2.41 -0.94 -4.73  0.115
56 H 0.41 0.23 -4.50  0.099
57 H -1.08 1.06 -4.09  0.075
58 C 0.15 -2.49 0.67  -0.175
59 C -1.16 -2.12 0.45  -0.171
60 H 0.87 -2.40 -0.15  0.072
61 C -2.25 -2.51 1.42  -0.192
62 H -1.48 -1.83 -0.54  0.087
63 C -1.69 -2.89 2.79  -0.244
64 H -3.00 -1.72 1.51  0.094
65 H -2.78 -3.37 0.98  0.120
66 C -0.58 -3.94 2.63  -0.193
67 H -1.28 -1.99 3.28  -0.015
68 H -2.49 -3.28 3.43  0.113
69 C 0.59 -3.39 1.80  -0.213
70 H -0.21 -4.26 3.61  0.101
71 H -1.00 -4.82 2.14  0.104
72 H 1.30 -2.86 2.44  0.042
73 H 1.14 -4.22 1.34  0.112
74 O -2.54 2.78 6.88  -0.387
75 S -1.08 2.44 6.56  0.800
76 O -0.27 3.72 6.37  -0.387
77 N -1.29 2.00 4.88  -0.075
78 C -0.87 0.81 4.62  -0.585
79 S -1.12 0.05 2.98  0.608
80 C -0.34 0.07 5.81  -0.213
81 C 0.15 -1.24 5.89  -0.035
82 C 0.62 -1.72 7.12  -0.062
83 C 0.59 -0.90 8.26  -0.085
84 C 0.08 0.40 8.18  -0.053
85 C -0.38 0.86 6.94  -0.261
86 H 0.19 -1.90 5.04  0.069
87 H 1.01 -2.73 7.19  0.098
88 H 0.95 -1.28 9.21  0.093
89 H 0.04 1.03 9.06  0.109

Density functional theory data (ωB97M-V with the def2-TZVPD basis set) for 5 unconnected molecules or ions with the total composition C32H49BrIN8O2 at a distorted geometry.

Its net charge is +1. The value obtained for the orbital gap is 0.1947 Eh. The HOMO energy is -9.0 eV.

Last column: Löwdin charge in e.
Atoms and positions in Å:
1 C -3.65 1.66 1.79  0.052
2 C -3.27 0.39 1.36  -0.045
3 C -1.97 0.06 0.70  -0.516
4 O -1.93 -0.56 -0.32  0.110
5 O -0.88 0.45 1.37  0.007
6 C 0.23 0.76 0.51  -0.174
7 C 1.46 0.89 1.41  -0.168
8 C 2.71 1.33 0.61  -0.178
9 C 3.30 0.17 -0.26  -0.196
10 C 4.14 -0.71 0.69  -0.188
11 C 4.53 -2.04 0.01  -0.089
12 C 4.34 -3.31 0.88  -0.431
13 C 3.07 -4.09 0.45  -0.601
14 I 2.98 -6.09 1.27  1.024
15 C 1.77 -3.35 0.86  -0.314
16 C 0.60 -3.65 -0.10  -0.075
17 C 5.61 -4.22 0.87  -0.131
18 N 5.93 -4.51 2.29  0.066
19 C 5.10 -3.73 3.09  -0.453
20 N 5.16 -3.66 4.40  -0.433
21 Br 6.43 -4.69 5.27  0.914
22 C 4.25 -2.77 5.11  -0.260
23 N 4.67 -1.39 4.83  0.034
24 N 4.27 -3.08 2.32  0.166
25 H -3.93 2.42 1.06  0.069
26 H -3.65 1.91 2.85  0.069
27 H -3.96 -0.44 1.52  0.117
28 H 0.42 -0.04 -0.20  0.099
29 H 0.10 1.72 0.01  0.143
30 H 1.64 -0.04 1.96  0.098
31 H 1.26 1.64 2.18  0.122
32 H 2.51 2.23 0.02  0.113
33 H 3.48 1.56 1.35  0.108
34 H 2.48 -0.41 -0.70  0.093
35 H 3.98 0.55 -1.03  0.114
36 H 5.03 -0.15 0.97  0.122
37 H 3.54 -0.83 1.60  0.078
38 H 5.57 -1.95 -0.32  0.119
39 H 3.94 -2.18 -0.90  0.122
40 H 3.06 -4.18 -0.64  0.097
41 H 1.47 -3.74 1.84  0.054
42 H 1.92 -2.27 0.96  0.092
43 H 0.66 -4.67 -0.47  0.069
44 H 0.61 -2.93 -0.92  0.078
45 H -0.36 -3.50 0.41  0.082
46 H 5.56 -5.13 0.28  0.097
47 H 6.47 -3.69 0.45  0.126
48 H 6.84 -4.04 2.41  0.135
49 H 3.24 -2.85 4.70  0.123
50 H 4.21 -3.00 6.18  0.119
51 H 4.11 -0.74 5.36  0.089
52 H 5.65 -1.31 5.07  0.082
53 H 3.46 -2.63 2.72  0.134
54 N 1.55 1.60 -3.26  0.005
55 C 1.68 2.72 -4.04  -0.131
56 C 0.45 3.00 -4.57  -0.108
57 C -0.46 2.01 -4.09  -0.106
58 C 0.26 1.17 -3.29  -0.144
59 H 2.29 1.15 -2.75  0.118
60 H 2.63 3.21 -4.15  0.107
61 H 0.23 3.82 -5.24  0.091
62 H -1.51 1.93 -4.31  0.088
63 H -0.04 0.30 -2.73  0.103
64 N -3.16 4.27 -5.01  0.007
65 C -3.76 4.32 -6.24  -0.136
66 C -5.06 4.70 -6.06  -0.107
67 C -5.26 4.89 -4.66  -0.117
68 C -4.06 4.63 -4.04  -0.143
69 H -2.20 4.02 -4.84  0.104
70 H -3.21 4.08 -7.13  0.107
71 H -5.79 4.82 -6.84  0.092
72 H -6.17 5.20 -4.17  0.079
73 H -3.78 4.65 -3.00  0.102
74 N -0.04 -5.72 3.53  -0.014
75 C -0.16 -7.07 3.76  -0.151
76 C -1.28 -7.27 4.51  -0.101
77 C -1.87 -6.00 4.75  -0.104
78 C -1.08 -5.06 4.13  -0.147
79 H 0.70 -5.28 3.01  0.039
80 H 0.57 -7.76 3.37  0.093
81 H -1.64 -8.22 4.86  0.095
82 H -2.77 -5.79 5.31  0.094
83 H -1.18 -3.99 4.06  0.101
84 N -7.32 7.76 -2.71  -0.002
85 C -7.92 7.81 -3.94  -0.151
86 C -9.22 8.19 -3.76  -0.111
87 C -9.41 8.38 -2.36  -0.113
88 C -8.22 8.11 -1.74  -0.146
89 H -6.36 7.51 -2.54  0.137
90 H -7.37 7.57 -4.83  0.102
91 H -9.95 8.31 -4.54  0.090
92 H -10.32 8.68 -1.87  0.089
93 H -7.94 8.14 -0.70  0.102

Density functional theory data (ωB97M-V with the def2-TZVPD basis set) for a molecular structure, C32H49CeClNO4P at a distorted geometry.

As for the multiplicity: 2. Its net charge is -1. The value obtained for the orbital gap (spin up / spin down) is 0.1440 / 0.1440 Eh. The HOMO energy (spin up / spin down) is -2.8 / -2.8 eV. As for the expectation value of S²: 0.7521.

Last column: Löwdin charge in e.
Atoms and positions in Å:
1 Ce -0.80 0.83 2.42  0.379
2 Cl -3.02 0.89 1.10  -0.016
3 P -0.37 0.44 -1.46  1.134
4 C -1.25 2.26 3.84  -0.412
5 H -0.51 2.62 4.61  -0.076
6 H -2.35 2.51 3.97  -0.062
7 C 1.04 -0.49 -2.32  -0.434
8 C -0.31 2.19 -2.17  -0.430
9 C 2.39 0.10 -1.90  -0.215
10 H 0.96 -1.50 -1.85  0.110
11 C 3.53 -0.84 -2.31  -0.200
12 H 2.54 1.08 -2.39  0.099
13 H 2.42 0.27 -0.81  0.095
14 C 3.49 -1.19 -3.81  -0.209
15 H 4.50 -0.38 -2.06  0.106
16 H 3.45 -1.76 -1.72  0.113
17 C 2.11 -1.64 -4.29  -0.202
18 H 3.81 -0.32 -4.39  0.109
19 H 4.22 -1.99 -4.01  0.100
20 C 0.98 -0.70 -3.83  -0.218
21 H 2.09 -1.72 -5.39  0.105
22 H 1.89 -2.65 -3.90  0.110
23 H 1.10 0.26 -4.35  0.091
24 H 0.02 -1.12 -4.14  0.080
25 C -1.94 -0.26 -2.23  -0.458
26 C 0.29 2.42 -3.56  -0.224
27 H -1.38 2.49 -2.22  0.114
28 C 0.17 3.90 -3.95  -0.203
29 H 1.35 2.14 -3.56  0.094
30 H -0.21 1.81 -4.33  0.092
31 C 0.83 4.82 -2.92  -0.211
32 H 0.62 4.06 -4.94  0.105
33 H -0.89 4.15 -4.03  0.112
34 C 0.39 4.54 -1.47  -0.195
35 H 1.92 4.69 -2.98  0.109
36 H 0.61 5.86 -3.16  0.100
37 C 0.38 3.05 -1.10  -0.223
38 H 1.04 5.07 -0.77  0.109
39 H -0.63 4.93 -1.33  0.114
40 H 1.41 2.69 -0.94  0.110
41 H -0.12 2.93 -0.13  0.096
42 C -1.93 -1.79 -2.17  -0.218
43 H -2.69 0.11 -1.51  0.055
44 C -3.32 -2.35 -2.53  -0.202
45 H -1.18 -2.20 -2.86  0.099
46 H -1.65 -2.13 -1.16  0.107
47 C -3.84 -1.82 -3.87  -0.208
48 H -3.28 -3.45 -2.56  0.103
49 H -4.02 -2.08 -1.73  0.115
50 C -3.71 -0.29 -4.03  -0.202
51 H -3.29 -2.30 -4.69  0.107
52 H -4.89 -2.09 -3.99  0.101
53 C -2.33 0.24 -3.63  -0.216
54 H -3.92 0.00 -5.06  0.104
55 H -4.46 0.20 -3.40  0.115
56 H -1.58 -0.09 -4.37  0.094
57 H -2.35 1.34 -3.66  0.098
58 C -0.09 -2.39 2.67  -0.077
59 C -0.48 -1.41 3.48  -0.273
60 H 0.75 -2.20 1.96  0.119
61 C -1.89 -1.38 4.08  -0.201
62 H 0.12 -0.57 3.90  0.071
63 C -2.15 -2.78 4.65  -0.192
64 H -1.97 -0.65 4.92  0.121
65 H -2.59 -1.11 3.25  0.102
66 C -2.08 -3.81 3.51  -0.194
67 H -1.38 -3.00 5.40  0.115
68 H -3.12 -2.82 5.17  0.110
69 C -0.83 -3.68 2.60  -0.173
70 H -2.10 -4.81 3.96  0.100
71 H -2.98 -3.70 2.90  0.109
72 H -0.18 -4.56 2.76  0.114
73 H -1.21 -3.80 1.57  0.105
74 O 1.86 -0.25 1.64  -0.031
75 C 2.00 0.77 2.37  -0.617
76 O 1.35 1.88 2.15  -0.168
77 C 2.71 0.62 3.68  -0.111
78 C 2.57 1.68 4.59  -0.003
79 C 2.38 1.44 5.94  0.031
80 C 2.28 0.07 6.33  -0.167
81 C 2.82 -0.95 5.52  -0.008
82 C 3.07 -0.66 4.19  -0.005
83 N 1.22 -0.28 7.23  -0.322
84 O 0.76 0.56 8.02  0.052
85 O 0.77 -1.45 7.12  0.032
86 H 2.46 2.70 4.21  0.135
87 H 2.14 2.22 6.67  0.125
88 H 2.96 -1.94 5.99  0.127
89 H 3.47 -1.44 3.55  0.125

Density functional theory data (ωB97M-V with the def2-TZVPD basis set) for 2 unconnected molecules or ions with the total composition C32H50FN3O8 at a distorted geometry.

As for the multiplicity: 2. Its net charge is +1. The value obtained for the orbital gap (spin up / spin down) is 0.2285 / 0.1248 Eh. The HOMO energy (spin up / spin down) is -11.2 / -10.8 eV. As for the expectation value of S²: 1.8317.

Last column: Löwdin charge in e.
Atoms and positions in Å:
1 C 2.49 -2.36 6.99  -0.127
2 C 0.94 -1.81 6.91  -0.145
3 C -0.21 -3.00 7.09  -0.267
4 O -0.97 -2.94 8.18  -0.010
5 O -0.29 -4.00 6.01  -0.101
6 C -1.40 -4.94 6.19  -0.164
7 C -2.83 -4.40 5.50  -0.072
8 C -2.54 -3.88 3.94  -0.027
9 N -1.93 -2.48 3.84  0.097
10 C -1.62 -1.84 2.50  0.017
11 C -1.00 -0.31 2.41  -0.121
12 C -2.04 0.53 1.41  -0.195
13 C -1.66 2.13 1.29  -0.192
14 C -0.14 2.22 0.68  -0.202
15 C 0.86 2.85 1.82  -0.196
16 C 2.10 1.80 2.24  -0.210
17 C 2.94 1.31 0.92  -0.172
18 C 2.71 -0.26 0.52  -0.212
19 O 3.29 -0.51 -0.84  -0.240
20 C 2.23 -0.18 -1.83  -0.125
21 C -1.86 -2.61 1.04  0.161
22 C -2.52 -4.12 1.11  0.001
23 C -2.78 -4.88 -0.33  -0.168
24 O -4.00 -4.73 -0.90  0.072
25 O -1.77 -5.67 -1.07  -0.053
26 O -0.90 -4.78 -1.48  -0.085
27 C 0.36 -5.41 -1.91  -0.076
28 N 1.45 -5.90 -2.41  0.158
29 C -2.88 -4.75 2.59  0.009
30 C -3.58 -6.24 2.67  -0.036
31 C -5.22 -6.00 2.53  -0.135
32 O -5.93 -5.68 3.65  0.012
33 F -5.90 -6.12 1.20  -0.009
34 H 2.96 -2.35 5.90  0.086
35 H 2.60 -3.41 7.51  0.097
36 H 3.12 -1.60 7.63  0.092
37 H 0.83 -1.00 7.79  0.137
38 H 0.81 -1.21 5.91  0.101
39 H -1.12 -5.91 5.55  0.147
40 H -1.56 -5.32 7.29  0.153
41 H -3.28 -3.54 6.15  0.135
42 H -3.58 -5.33 5.47  0.132
43 H -1.71 -1.93 4.70  0.143
44 H -1.04 0.11 3.52  0.138
45 H 0.11 -0.29 2.03  0.095
46 H -3.12 0.33 1.86  0.131
47 H -2.01 0.09 0.30  0.120
48 H -1.82 2.71 2.30  0.115
49 H -2.41 2.59 0.48  0.130
50 H -0.21 2.95 -0.27  0.129
51 H 0.20 1.14 0.32  0.089
52 H 1.39 3.80 1.34  0.126
53 H 0.26 3.18 2.77  0.105
54 H 1.74 0.94 2.95  0.092
55 H 2.84 2.47 2.90  0.119
56 H 4.08 1.48 1.15  0.128
57 H 2.61 2.02 0.02  0.121
58 H 3.24 -0.93 1.35  0.143
59 H 1.59 -0.60 0.45  0.086
60 H 2.71 -0.22 -2.91  0.112
61 H 1.78 0.89 -1.66  0.087
62 H 1.33 -0.94 -1.82  0.091
63 H -1.58 -2.11 0.01  0.140
64 H -3.18 -6.83 1.71  0.148
65 H -3.31 -6.82 3.65  0.138
66 C 2.29 2.31 -6.24  -0.033
67 C 0.89 2.66 -5.65  -0.454
68 C -0.09 3.32 -6.68  -0.133
69 C 0.01 4.83 -6.88  -0.186
70 C 0.16 5.57 -5.55  -0.140
71 C 1.31 4.98 -4.70  -0.475
72 N 1.13 3.51 -4.44  -0.028
73 O 0.03 3.35 -3.58  -0.052
74 C 2.64 5.30 -5.45  -0.051
75 C 1.46 5.78 -3.38  -0.046
76 C 0.28 1.24 -5.39  -0.053
77 H 3.10 2.92 -5.85  0.059
78 H 2.60 1.30 -5.97  0.075
79 H 2.31 2.39 -7.33  0.089
80 H -1.12 3.13 -6.34  0.118
81 H -0.01 2.83 -7.65  0.123
82 H 0.85 5.06 -7.54  0.105
83 H -0.88 5.19 -7.39  0.116
84 H 0.32 6.63 -5.75  0.122
85 H -0.79 5.52 -5.00  0.124
86 H 3.51 4.95 -4.90  0.089
87 H 2.75 6.38 -5.60  0.093
88 H 2.69 4.87 -6.46  0.067
89 H 0.55 5.77 -2.76  0.073
90 H 1.68 6.84 -3.58  0.087
91 H 2.29 5.39 -2.77  0.084
92 H 0.82 0.70 -4.60  0.068
93 H 0.32 0.63 -6.30  0.090
94 H -0.78 1.28 -5.10  0.074

Density functional theory data (ωB97M-V with the def2-TZVPD basis set) for a molecular structure, C32H51AsMoN2O3PS2Si at a distorted geometry.

As for the multiplicity: 3. Its net charge is +3. The value obtained for the orbital gap (spin up / spin down) is 0.2173 / 0.2269 Eh. The HOMO energy (spin up / spin down) is -16.5 / -16.5 eV. As for the expectation value of S²: 2.0325.

Last column: Löwdin charge in e.
Atoms and positions in Å:
1 Mo 11.37 11.81 13.99  0.681
2 C 12.74 13.58 19.10  -0.021
3 C 11.77 12.52 19.64  -0.574
4 C 12.48 11.69 20.68  -0.025
5 C 10.43 13.15 19.97  -0.020
6 O 11.51 11.48 18.56  -0.184
7 Si 10.45 10.38 18.00  0.064
8 S 10.13 11.06 15.74  0.334
9 O 9.01 10.39 18.73  -0.148
10 C 7.71 9.72 19.03  -0.575
11 C 7.86 8.89 20.32  -0.002
12 C 6.75 10.89 19.21  -0.027
13 C 7.28 8.83 17.86  -0.019
14 O 10.93 8.84 18.14  -0.142
15 C 12.03 7.86 18.06  -0.597
16 C 13.11 8.39 17.14  -0.023
17 C 12.48 7.65 19.48  -0.007
18 C 11.30 6.67 17.44  -0.016
19 H 12.76 14.40 19.82  0.098
20 H 12.31 13.94 18.16  0.079
21 H 13.75 13.20 19.00  0.085
22 H 12.80 12.34 21.50  0.102
23 H 13.37 11.25 20.19  0.098
24 H 11.85 10.90 21.16  0.113
25 H 10.61 13.90 20.75  0.105
26 H 9.75 12.38 20.36  0.092
27 H 9.97 13.58 19.08  0.080
28 H 8.13 9.57 21.16  0.104
29 H 8.66 8.19 20.16  0.075
30 H 6.97 8.32 20.62  0.106
31 H 7.08 11.51 20.04  0.086
32 H 5.72 10.57 19.36  0.105
33 H 6.82 11.49 18.29  0.079
34 H 8.14 8.19 17.64  0.080
35 H 7.05 9.38 16.93  0.094
36 H 6.42 8.24 18.12  0.090
37 H 13.50 9.33 17.45  0.074
38 H 12.64 8.51 16.17  0.066
39 H 13.91 7.65 17.12  0.106
40 H 12.92 8.55 19.89  0.081
41 H 13.27 6.87 19.60  0.120
42 H 11.64 7.42 20.11  0.094
43 H 10.92 6.93 16.46  0.078
44 H 10.41 6.46 18.07  0.104
45 H 11.90 5.76 17.32  0.102
46 N 13.07 10.51 11.69  -0.097
47 P 11.33 10.55 11.79  1.012
48 C 11.14 11.30 10.15  -0.373
49 C 10.58 12.57 9.98  -0.103
50 C 10.41 13.09 8.70  -0.057
51 C 10.75 12.32 7.59  -0.025
52 C 11.35 11.05 7.76  -0.019
53 C 11.50 10.53 9.05  -0.089
54 C 10.91 8.77 11.69  -0.363
55 C 11.79 7.76 12.09  -0.093
56 C 11.46 6.45 11.86  -0.051
57 C 10.21 6.08 11.33  -0.002
58 C 9.37 7.11 10.85  -0.034
59 C 9.77 8.43 10.98  -0.105
60 C 13.90 10.87 12.67  -0.370
61 C 15.30 10.78 12.41  0.026
62 C 16.16 11.09 13.43  0.024
63 C 15.63 11.64 14.65  -0.008
64 C 14.27 11.75 14.79  -0.112
65 N 13.39 11.42 13.79  -0.124
66 H 13.60 9.88 11.06  0.151
67 H 10.32 13.11 10.89  0.055
68 H 10.03 14.16 8.61  0.140
69 H 10.60 12.73 6.61  0.119
70 H 11.72 10.50 6.88  0.136
71 H 11.82 9.53 9.22  0.105
72 H 12.72 8.01 12.57  0.098
73 H 12.14 5.67 12.18  0.119
74 H 9.86 5.05 11.39  0.131
75 H 8.41 6.87 10.43  0.120
76 H 9.21 9.28 10.55  0.121
77 H 15.67 10.38 11.50  0.123
78 H 17.26 10.99 13.25  0.150
79 H 16.27 12.00 15.44  0.123
80 H 13.80 12.18 15.69  0.121
81 C 9.43 16.85 15.69  -0.176
82 As 8.98 15.22 14.64  1.090
83 C 7.91 15.51 13.01  -0.209
84 C 8.01 13.87 15.67  -0.264
85 S 11.03 14.03 13.84  0.139
86 H 8.63 17.58 15.57  0.065
87 H 10.33 17.26 15.29  0.035
88 H 9.53 16.62 16.77  0.065
89 H 6.99 14.97 13.01  0.037
90 H 8.49 15.30 12.09  0.046
91 H 7.69 16.61 13.05  0.066
92 H 7.16 13.44 15.06  0.077
93 H 7.65 14.37 16.60  0.068
94 H 8.72 13.04 15.86  -0.086